No. 1
The following is a DFT calculation (wB97M-V/def2-TZVPD) of a 3-piece molecular cluster, C6H14O2 overall.

Values from the calculation:
- lowest unoccupied orbital energy (eV) = 0.39
- SMILES string = C=C(C)/C=C/C.O.O
- F_max (eV/A) = 2.54
- relative energy (zero: lowest compared OMol25 entry of this formula, charge and spin) (eV) = 2.291
- E_HOMO (eV) = -8.9
- total charge = 0
- frontier orbital gap (eV) = 9.276

```
22
Properties=species:S:1:pos:R:3:mulliken_charge:R:1
C 1.2415 -0.0040 -3.0059 -1.23
C 1.9148 -0.7161 -1.8500 0.64
C 2.7733 -1.6978 -2.1426 -0.99
C 0.3170 -1.2147 1.6408 -1.20
C 1.0083 -1.4318 0.3543 0.15
C 1.4607 -0.5073 -0.4692 -0.48
H 0.1833 0.2697 -2.8830 0.33
H 1.7037 0.9654 -3.1426 0.30
H 1.2267 -0.5955 -3.9163 0.35
H 3.0378 -2.1620 -3.0862 0.28
H 3.1939 -2.2741 -1.3232 0.31
H 0.4862 -1.9948 2.3820 0.35
H -0.7470 -0.9945 1.5401 0.27
H 0.6928 -0.2809 2.0896 0.30
H 1.0314 -2.4825 0.0588 0.36
H 1.6856 0.5299 -0.1895 0.27
H -4.2913 1.4964 2.7249 0.34
H -3.7247 2.3182 3.8893 0.30
O -4.3799 1.6179 3.6825 -0.64
H -3.5725 3.1959 0.7173 0.32
H -2.2579 3.2704 1.6101 0.32
O -2.9835 2.6923 1.3188 -0.65
```

No. 2
The following is a DFT calculation (wB97M-V/def2-TZVPD) of C22H37O2SiZn as an isolated structure.

Values from the calculation:
- lowest unoccupied orbital energy (eV) = 2.33
- F_max (eV/A) = 2.80
- relative energy (zero: lowest compared OMol25 entry of this formula, charge and spin) (eV) = 0.000
- E_HOMO (eV) = -3.2
- total charge = -1
- frontier orbital gap (eV) = 5.491

```
63
Properties=species:S:1:pos:R:3:mulliken_charge:R:1
O -0.0304 -1.8679 0.2470 -0.88
C -0.9103 -2.9356 -0.1569 -0.40
C 0.0765 -3.9795 0.2919 -0.93
H -1.1255 -2.9319 -1.2232 0.04
H -1.8466 -2.8060 0.3605 0.27
C 1.0261 -2.7501 0.6566 1.46
H 0.4294 -4.6925 -0.4551 0.31
H -0.3108 -4.4969 1.1738 0.34
C 2.2255 -2.3846 -0.1894 -0.48
H 1.9858 -2.5772 -1.2387 -0.31
H 3.1438 -2.9252 0.1039 0.47
H 2.5263 -1.3144 -0.0944 0.04
C 1.1745 -2.5468 2.1766 -1.51
H 0.2587 -2.9185 2.6731 0.43
H 1.3528 -1.4888 2.4565 -0.13
H 2.0719 -3.0741 2.5569 0.45
Zn -0.2030 0.9546 0.0202 2.17
C -1.0369 0.8786 3.8133 -0.48
C -1.5522 1.5416 2.6806 -0.64
C -1.9258 0.5506 1.6929 -0.85
H -1.7138 2.6129 2.5394 0.30
C -1.7544 -0.7335 2.3384 -0.69
C -1.1586 -0.5282 3.5999 -0.77
H -0.8603 -1.3006 4.3035 0.44
H -0.5731 1.3298 4.6994 0.41
H -2.5936 0.7752 0.8449 0.83
H -2.1028 -1.6937 1.9532 0.57
C 1.9456 2.6606 3.0642 -0.72
C 2.1441 1.2869 3.4126 -0.69
C 2.2639 0.5518 2.2099 -0.87
H 2.2126 0.8791 4.4264 0.39
C 1.8934 1.4191 1.1085 -0.80
C 1.8164 2.7508 1.6611 -1.21
H 1.6938 3.6768 1.0925 0.69
H 1.9010 3.5015 3.7653 0.33
H 2.7987 -0.4045 2.0793 0.90
H 2.0329 1.1444 0.0438 1.09
O 0.6177 -1.4049 -2.5223 -0.28
C 0.6891 -2.7630 -3.0969 -0.41
C 0.0492 -2.7998 -4.4972 -0.68
H 0.1187 -3.4673 -2.4462 0.03
H 1.7428 -3.1011 -3.1250 0.51
C -0.6919 -1.4626 -4.6052 -0.57
H -0.6553 -3.6238 -4.5266 0.27
H 0.8051 -2.9185 -5.2806 0.28
C -0.4507 -0.7631 -3.2246 -0.07
H -1.7611 -1.6030 -4.7709 0.29
H -0.2608 -0.8293 -5.3831 0.30
H -1.3432 -0.8608 -2.5637 0.14
H -0.2482 0.3200 -3.3445 0.01
C 0.1667 3.6576 -1.9540 -1.17
Si -0.9663 3.2359 -0.5393 0.55
C -1.1059 4.7634 0.5273 -1.28
C -2.6846 2.8391 -1.1443 -1.30
H 1.0002 4.2607 -1.5706 0.26
H -0.3689 4.2067 -2.7436 0.36
H 0.5539 2.7072 -2.3539 0.26
H -1.0817 5.6938 -0.0752 0.40
H -2.0652 4.7264 1.0665 0.33
H -0.2883 4.7842 1.2574 0.33
H -2.9152 3.4149 -2.0528 0.38
H -2.7172 1.7610 -1.3635 0.27
H -3.4146 3.0625 -0.3558 0.24
```

No. 3
The following is a DFT calculation (wB97M-V/def2-TZVPD) of C2H4NPS as an isolated structure.

Values from the calculation:
- lowest unoccupied orbital energy (alpha / beta) (eV) = -0.73 / -1.30
- F_max (eV/A) = 2.76
- relative energy (zero: lowest compared OMol25 entry of this formula, charge and spin) (eV) = 4.760
- E_HOMO (alpha / beta) (eV) = -9.4 / -8.0
- total charge = 0
- frontier orbital gap (alpha / beta) (eV) = 8.680 / 6.667

```
9
Properties=species:S:1:pos:R:3:mulliken_charge:R:1
C -0.4138 1.1785 0.6249 -0.32
C -0.5069 -0.9570 -0.5208 -0.66
N 1.9347 0.6536 -0.6293 -0.56
P 0.9162 -0.0502 0.2992 0.36
S -1.6697 0.4101 -0.1944 -0.05
H -0.3761 2.3058 0.6440 0.36
H -0.1666 -0.7923 -1.4946 0.35
H -0.8198 -1.9089 -0.1514 0.44
H 1.1019 -0.8395 1.4225 0.08
```

No. 4
The following is a DFT calculation (wB97M-V/def2-TZVPD) of a 3-piece molecular cluster, C4H13NO2 overall.

Values from the calculation:
- lowest unoccupied orbital energy (eV) = 0.49
- SMILES string = C1CCNC1.O.O
- F_max (eV/A) = 2.60
- relative energy (zero: lowest compared OMol25 entry of this formula, charge and spin) (eV) = 2.082
- E_HOMO (eV) = -9.2
- total charge = 0
- frontier orbital gap (eV) = 9.726

```
20
Properties=species:S:1:pos:R:3:mulliken_charge:R:1
C -0.4915 2.5461 -0.5039 -0.52
N -1.7299 1.9990 0.1971 -0.46
C -1.4068 0.5794 0.5720 -0.57
C 0.0719 0.1497 0.2180 -0.38
C 0.6900 1.4935 -0.2475 -0.36
H -0.2482 3.6133 -0.1952 0.31
H -0.7236 2.4144 -1.6550 0.22
H -1.9184 2.5227 1.0578 0.31
H -1.8859 -0.0158 -0.1393 0.27
H -1.5846 0.3076 1.6257 0.26
H 0.6991 -0.4363 0.9456 0.31
H 0.0777 -0.6220 -0.5568 0.11
H 1.2525 1.1848 -1.2381 0.26
H 1.3824 1.7620 0.6658 0.24
H -0.9989 -3.1356 -0.8968 0.31
H -1.0358 -3.6220 0.5296 0.32
O -0.8433 -3.8881 -0.3820 -0.63
H 2.8733 -1.5021 -0.2602 0.32
H 2.5883 -3.0234 0.0779 0.33
O 3.2319 -2.3274 0.1854 -0.65
```

No. 5
The following is a DFT calculation (wB97M-V/def2-TZVPD) of the molecule C2H6Cl2P2.

Values from the calculation:
- lowest unoccupied orbital energy (alpha / beta) (eV) = -0.86 / -1.03
- SMILES string = CC=[PH2]P(Cl)Cl
- F_max (eV/A) = 3.76
- relative energy (zero: lowest compared OMol25 entry of this formula, charge and spin) (eV) = 3.027
- E_HOMO (alpha / beta) (eV) = -7.2 / -8.3
- total charge = 0
- frontier orbital gap (alpha / beta) (eV) = 6.323 / 7.277

```
12
Properties=species:S:1:pos:R:3:mulliken_charge:R:1
C -1.5307 0.5774 1.4592 -0.92
C 0.0124 0.5017 1.2616 -0.34
P 0.2871 -0.2951 -0.4680 0.20
P 1.5222 -1.3892 -2.1386 0.17
Cl 2.0130 0.3604 -3.2274 -0.20
Cl 3.2377 -1.4307 -0.8821 -0.20
H -2.0512 1.2943 0.8128 0.32
H -1.8684 0.5361 2.4902 0.32
H -1.9166 -0.4387 0.9152 0.23
H 0.4898 -0.0469 2.0135 0.30
H -0.9624 -0.4973 -1.0245 0.04
H 0.7671 0.8281 -1.2119 0.10
```

No. 6
The following is a DFT calculation (wB97M-V/def2-TZVPD) of C39H34BrCdN3O2Sb as an isolated structure.

Values from the calculation:
- lowest unoccupied orbital energy (eV) = -4.30
- F_max (eV/A) = 2.49
- E_HOMO (eV) = -11.0
- total charge = +1
- frontier orbital gap (eV) = 6.659

```
81
Properties=species:S:1:pos:R:3:mulliken_charge:R:1
Cd -1.4626 -0.1136 0.3543 4.14
C 1.0467 0.7521 5.4941 -0.47
C 0.9115 1.3503 4.2471 -0.85
C 0.0858 0.7849 3.2983 0.08
C -0.6088 -0.3998 3.5842 -0.05
C -0.4515 -1.0097 4.8410 -0.14
C 0.3606 -0.4210 5.7867 -0.73
N -1.4394 -0.8886 2.5985 0.20
N -2.1775 -1.8759 2.8811 -0.61
C -2.9629 -2.4001 1.8787 0.24
C -4.0462 -3.2070 2.2410 -0.71
C -4.7804 -3.8159 1.2374 -0.31
C -4.4253 -3.5950 -0.0872 -0.76
C -3.3498 -2.7566 -0.3571 -0.33
N -2.6309 -2.1872 0.5957 0.01
H 1.6867 1.1980 6.2406 0.42
H 1.4440 2.2625 4.0238 0.44
H -0.0631 1.2612 2.3340 0.22
H -0.9649 -1.9374 5.0445 0.48
H 0.4628 -0.8751 6.7609 0.40
H -4.3018 -3.3254 3.2814 0.52
H -5.6102 -4.4625 1.4849 0.42
H -4.9467 -4.0816 -0.8965 0.46
H -3.0492 -2.5373 -1.3753 0.39
C 4.3719 -1.2496 0.6522 -0.91
C 3.9411 0.1563 0.9412 0.75
C 4.8048 0.9921 1.6450 -0.77
C 4.4832 2.3060 1.9288 -0.76
C 3.2699 2.8208 1.5075 -0.84
C 2.3951 2.0036 0.8161 -1.00
C 2.7174 0.6811 0.5302 0.78
Sb 1.1753 -0.2761 -0.6593 -0.55
C 1.6594 0.8825 -2.4175 0.36
C 2.9984 0.9882 -2.7739 -0.24
C 3.3733 1.7504 -3.8665 -0.90
C 2.4067 2.4214 -4.5940 -0.78
C 1.0773 2.3307 -4.2248 -0.79
C 0.6787 1.5653 -3.1355 0.38
C -0.7697 1.5209 -2.7432 -0.93
C 1.9332 -2.2337 -1.1760 0.52
C 2.5700 -2.4266 -2.3928 -0.54
C 3.0916 -3.6673 -2.7202 -0.76
C 2.9591 -4.7191 -1.8319 -0.74
C 2.2931 -4.5324 -0.6330 -0.76
C 1.7664 -3.2947 -0.2861 0.72
C 1.0296 -3.1202 1.0122 -1.24
H 5.3811 -1.4162 1.0204 0.49
H 4.3581 -1.4482 -0.4182 0.20
H 3.7119 -1.9713 1.1305 0.13
H 5.7591 0.6005 1.9670 0.40
H 5.1806 2.9302 2.4665 0.42
H 3.0107 3.8501 1.7054 0.50
H 1.4441 2.4087 0.4802 0.39
H 3.7556 0.4830 -2.1868 0.44
H 4.4137 1.8269 -4.1426 0.48
H 2.6871 3.0239 -5.4442 0.41
H 0.3306 2.8683 -4.7887 0.41
H -1.3767 2.0664 -3.4623 0.49
H -0.9111 1.9946 -1.7667 0.00
H -1.1443 0.4920 -2.6964 0.18
H 2.6675 -1.6032 -3.0895 0.43
H 3.6018 -3.8075 -3.6615 0.47
H 3.3734 -5.6861 -2.0723 0.40
H 2.1850 -5.3633 0.0485 0.44
H 1.1664 -3.9908 1.6491 0.53
H -0.0434 -3.0045 0.8264 -0.07
H 1.3810 -2.2371 1.5549 0.26
Br -6.6966 5.8551 -3.0609 -0.17
C -5.6210 4.5259 -2.2307 0.07
C -4.4609 4.9090 -1.5710 -0.56
C -3.6871 3.9398 -0.9605 -0.36
C -4.0550 2.5975 -1.0300 0.27
C -5.2270 2.2333 -1.6898 -0.30
C -6.0151 3.1967 -2.2900 -0.52
C -3.1680 1.5588 -0.4388 0.86
O -3.2531 0.3718 -0.8396 -0.86
O -2.2929 1.8954 0.4054 -1.01
H -4.1728 5.9503 -1.5363 0.43
H -2.7906 4.2124 -0.4268 0.44
H -5.5151 1.1936 -1.7189 0.42
H -6.9262 2.9243 -2.8009 0.43
```

No. 7
The following is a DFT calculation (wB97M-V/def2-TZVPD) of the molecule C28H48NO7PS.

Values from the calculation:
- lowest unoccupied orbital energy (eV) = 0.34
- SMILES string = CCCOC[C@]1(OCCNC[C@H](C)O)[C@@H]([PH2]=S)O[C@@H](C[C@@H]2CO2)[C@@]1(CCO)C[C@H](C)OCc1ccccc1
- F_max (eV/A) = 4.48
- relative energy (zero: lowest compared OMol25 entry of this formula, charge and spin) (eV) = 6.594
- E_HOMO (eV) = -7.4
- total charge = 0
- frontier orbital gap (eV) = 7.735

```
86
Properties=species:S:1:pos:R:3:mulliken_charge:R:1
C -2.1420 -1.9870 -4.7597 -0.55
C -2.1716 -3.4557 -4.1444 -0.45
C -0.7680 -3.8382 -3.5070 -0.62
O -0.7393 -3.3275 -2.1604 -0.23
C 0.3712 -2.4439 -1.9335 -1.38
C 0.0648 -1.3776 -0.7869 -0.22
O -0.5022 -1.8669 0.4348 0.52
C 0.0896 -3.1064 0.8426 -0.26
C -0.5401 -3.4690 2.2935 -0.75
N -1.4840 -2.4112 2.6864 0.04
C -2.6362 -2.9115 3.4561 -0.94
C -3.9561 -2.0473 3.2397 0.72
C -4.8830 -2.0425 4.5414 -1.25
O -4.7718 -2.5478 2.1666 -0.51
C -1.2220 -0.6498 -1.4269 -0.56
P -2.9441 -1.3522 -0.9442 0.37
S -3.9510 0.0291 0.0301 -0.41
O -1.3108 0.6982 -0.8871 -0.37
C -0.0565 0.9460 -0.2571 -0.82
C -0.2166 1.3109 1.2624 -0.29
C -0.2616 2.9716 1.3961 0.56
C 0.5035 3.5427 2.7032 -0.90
O -1.0393 3.4855 2.5262 -0.56
C 1.0698 -0.1090 -0.6849 2.96
C 1.9021 0.2312 -1.9700 -0.77
C 1.0890 0.8738 -3.1604 -0.58
O 1.1149 0.0548 -4.3683 -0.54
C 2.1165 -0.5647 0.4060 -1.87
C 3.1604 0.5400 0.8408 -0.43
C 3.4851 0.3660 2.4020 -1.42
O 2.7146 1.8695 0.5869 0.50
C 3.7491 2.8437 0.7260 -0.88
C 3.0981 4.2089 0.2618 0.88
C 2.9739 5.3846 1.1059 -0.54
C 2.2884 6.5564 0.5099 -0.50
C 1.7417 6.5455 -0.8486 -0.43
C 1.8930 5.3528 -1.7076 -0.48
C 2.5679 4.2011 -1.1217 -0.14
H -2.8362 -1.2962 -4.2052 0.16
H -1.1052 -1.5790 -4.5954 0.02
H -2.4167 -1.9772 -5.8439 0.36
H -2.4832 -4.2256 -4.9041 0.45
H -2.9745 -3.4588 -3.3545 0.19
H -0.7846 -4.9678 -3.4189 0.33
H 0.0975 -3.5302 -4.1464 0.37
H 1.3273 -3.0155 -1.7395 0.15
H 0.4975 -1.8483 -2.8838 0.70
H 1.2004 -3.0170 1.0106 0.16
H -0.1659 -3.9798 0.1863 0.12
H 0.2611 -3.6701 3.0558 0.23
H -1.1414 -4.4141 2.1771 0.42
H -1.0346 -1.6161 3.1344 0.17
H -2.3846 -2.8419 4.5531 0.23
H -2.9279 -3.9694 3.2299 0.30
H -3.7321 -0.9762 2.9992 0.04
H -5.3673 -1.0346 4.6936 0.29
H -4.3017 -2.2558 5.4780 0.31
H -5.7199 -2.7934 4.4466 0.29
H -4.6341 -3.4991 2.0321 0.34
H -1.2110 -0.4848 -2.5385 0.25
H -3.6507 -1.5709 -2.1591 0.03
H -2.8581 -2.5716 -0.2208 -0.08
H 0.3370 1.8944 -0.7252 0.44
H -1.1671 0.9634 1.7365 0.47
H 0.6870 1.1111 1.8909 -0.40
H -0.1881 3.5906 0.4244 0.43
H 0.5719 4.6396 2.8727 0.37
H 0.8937 2.7697 3.4116 0.24
H 2.3562 -0.7222 -2.3781 0.35
H 2.7815 0.9066 -1.7775 0.42
H 0.0352 1.1632 -2.9223 0.07
H 1.6114 1.8353 -3.4558 0.49
H 1.5250 0.5910 -5.0678 0.39
H 1.6514 -0.9565 1.3545 -0.04
H 2.6706 -1.4501 -0.0310 0.61
H 4.1326 0.2977 0.3162 0.52
H 3.4359 -0.7266 2.6379 0.39
H 2.6387 0.8874 2.9363 0.17
H 4.4709 0.8330 2.6775 0.41
H 3.9814 2.9839 1.8203 0.30
H 4.6579 2.6511 0.0977 0.24
H 3.3744 5.3845 2.1423 0.38
H 2.1255 7.4873 1.0967 0.34
H 1.1968 7.4087 -1.2999 0.35
H 1.5010 5.2653 -2.7436 0.36
H 2.6672 3.2811 -1.7506 0.00
```

No. 8
The following is a DFT calculation (wB97M-V/def2-TZVPD) of a 2-piece molecular cluster, C4H12 overall.

Values from the calculation:
- expectation value of S² = 0.753
- lowest unoccupied orbital energy (alpha / beta) (eV) = -2.87 / -11.54
- F_max (eV/A) = 1.62
- relative energy (zero: lowest compared OMol25 entry of this formula, charge and spin) (eV) = 0.604
- 2S+1 = 2
- E_HOMO (alpha / beta) (eV) = -17.0 / -15.3
- total charge = +1
- frontier orbital gap (alpha / beta) (eV) = 14.173 / 3.736

```
16
Properties=species:S:1:pos:R:3:mulliken_charge:R:1
C -0.8059 -1.2044 1.0515 -0.62
C -0.0806 -1.3501 2.3783 -0.75
H -1.7759 -1.6836 0.8743 0.38
H -0.8723 -0.1308 0.8232 0.24
H -0.0879 -1.6155 0.3086 0.27
H 0.6036 -0.4698 2.3932 0.28
H 0.4265 -2.2878 2.5509 0.34
H -0.7457 -1.0197 3.1975 0.33
C 0.6881 0.5810 -1.4115 -0.60
C 0.1506 1.8510 -1.9560 -0.80
H 1.0525 0.6018 -0.3806 0.31
H 0.0168 -0.2776 -1.5535 0.28
H 1.5863 0.3384 -2.0531 0.36
H -0.4502 1.6992 -2.8496 0.33
H 0.8744 2.6534 -2.1479 0.34
H -0.5801 2.3145 -1.2254 0.30
```

> Look up the F_max of the fifth one.

3.76 eV/A

> Which of these has the highest F_max?

C28H48NO7PS

Please write out number 8 again, unchanged.
The following is a DFT calculation (wB97M-V/def2-TZVPD) of a 2-piece molecular cluster, C4H12 overall.

Values from the calculation:
- expectation value of S² = 0.753
- lowest unoccupied orbital energy (alpha / beta) (eV) = -2.87 / -11.54
- F_max (eV/A) = 1.62
- relative energy (zero: lowest compared OMol25 entry of this formula, charge and spin) (eV) = 0.604
- 2S+1 = 2
- E_HOMO (alpha / beta) (eV) = -17.0 / -15.3
- total charge = +1
- frontier orbital gap (alpha / beta) (eV) = 14.173 / 3.736

```
16
Properties=species:S:1:pos:R:3:mulliken_charge:R:1
C -0.8059 -1.2044 1.0515 -0.62
C -0.0806 -1.3501 2.3783 -0.75
H -1.7759 -1.6836 0.8743 0.38
H -0.8723 -0.1308 0.8232 0.24
H -0.0879 -1.6155 0.3086 0.27
H 0.6036 -0.4698 2.3932 0.28
H 0.4265 -2.2878 2.5509 0.34
H -0.7457 -1.0197 3.1975 0.33
C 0.6881 0.5810 -1.4115 -0.60
C 0.1506 1.8510 -1.9560 -0.80
H 1.0525 0.6018 -0.3806 0.31
H 0.0168 -0.2776 -1.5535 0.28
H 1.5863 0.3384 -2.0531 0.36
H -0.4502 1.6992 -2.8496 0.33
H 0.8744 2.6534 -2.1479 0.34
H -0.5801 2.3145 -1.2254 0.30
```